#one
ORCA calculation (wB97M-V/def2-TZVPD) on a 2-piece molecular cluster, C10H10N2 overall.

Output
HOMO energy (Eh): -0.3158
LUMO (Eh): 0.0282

CARTESIAN COORDINATES (ANGSTROEM)
C (2.05964, 1.36872, -0.05929)
C (1.08893, -1.15260, -0.41241)
C (-1.05351, -1.33419, 0.51679)
H (2.86499, -1.74738, 0.71535)
C (-2.22534, 0.08513, -0.95523)
C (0.86579, 1.08383, -0.80429)
C (2.40065, -0.99222, 0.18464)
H (-2.85539, 2.08555, -0.17846)
C (-1.56049, 0.93054, 1.18337)
H (-2.74428, 0.19984, -1.95102)
C (-1.07295, -0.31651, 1.50136)
H (2.34260, 2.40624, -0.02749)
H (-0.41498, -0.40250, 2.39487)
N (-1.65575, -1.14501, -0.65744)
H (0.44438, 2.01458, -1.32632)
C (-2.27998, 1.11030, 0.00500)
H (0.71087, -2.13280, -0.59400)
H (-1.35225, 1.69510, 2.03392)
N (0.37685, -0.15794, -0.98098)
H (-0.69751, -2.29236, 0.70088)
H (3.89176, 0.47530, 0.68148)
C (2.90429, 0.35353, 0.34336)



#two
ORCA calculation (wB97M-V/def2-TZVPD) on a 2-piece molecular cluster, C10H10N2 overall.

Output
HOMO energy (Eh): -0.3392
LUMO (Eh): 0.0175

CARTESIAN COORDINATES (ANGSTROEM)
C (-1.85804, 1.83847, 0.52242)
C (-1.05896, 0.22218, -1.35803)
H (0.74882, -0.05967, 2.57051)
H (-2.84813, 0.14194, 1.43094)
C (-2.39650, 0.50878, 0.54985)
H (-2.16604, -1.59608, -0.26712)
C (1.54402, 0.48314, 0.65081)
N (1.96186, -1.47526, -0.79558)
N (-0.94287, 2.31347, -0.39980)
C (-0.58472, 1.44439, -1.18691)
H (0.97231, -3.09953, -0.59833)
H (-0.50019, -0.32117, -2.28284)
C (2.14826, -0.21461, -0.47130)
H (0.79662, -2.57795, 2.13138)
C (1.07951, -0.49740, 1.66087)
H (-2.39179, 2.50507, 1.27486)
C (-1.99239, -0.47936, -0.52320)
C (0.89812, -1.79629, 1.27033)
H (0.23365, 1.67004, -2.04423)
H (2.61381, 0.48913, -1.24220)
H (1.38545, 1.55996, 0.93120)
C (1.22446, -2.27249, -0.03758)



Quick one: most stable of them? #one



#one
ORCA calculation (wB97M-V/def2-TZVPD) on a 2-piece molecular cluster, C2H10N2 overall.

Output
HOMO energy (Eh): -0.3322
LUMO (Eh): 0.0348

CARTESIAN COORDINATES (ANGSTROEM)
H (-0.66064, -2.29148, 1.21651)
H (0.20040, -0.52427, 0.02950)
H (-1.48516, 1.36405, -0.56907)
H (-1.02953, 0.19505, -1.76491)
H (2.54134, 2.10323, 1.08218)
H (-1.24758, -2.34408, -0.47149)
H (2.84635, 1.06981, -0.10737)
N (-0.77080, -0.41273, 0.32656)
H (4.04594, 2.11489, 0.41550)
C (-1.26708, -1.78290, 0.47436)
C (-1.44636, 0.28830, -0.75899)
H (-2.30563, -1.75128, 0.79344)
H (-2.48022, -0.04177, -0.87079)
N (3.05897, 2.01320, 0.20457)



#two
ORCA calculation (wB97M-V/def2-TZVPD) on a 2-piece molecular cluster, C2H10N2 overall.

Output
HOMO energy (Eh): -0.3297
LUMO (Eh): 0.0379

CARTESIAN COORDINATES (ANGSTROEM)
N (-1.45445, 1.01703, -0.39518)
H (3.23683, 0.07501, 0.50808)
H (2.33094, -0.76553, 1.80507)
H (-3.37756, 0.45700, -1.26761)
H (-1.11073, 1.24243, -1.33525)
C (-2.96325, 0.96722, -0.38181)
H (2.65220, -1.98679, -0.87823)
H (-1.05169, 1.72233, 0.23172)
H (1.47205, -0.18553, 0.34384)
H (-3.20052, 2.04211, -0.45189)
H (1.86352, -2.55900, 0.44076)
C (2.41223, -0.62811, 0.71369)
H (-3.44942, 0.55765, 0.51957)
N (2.63984, -1.95581, 0.14722)



Quick one: most stable of them? #one



#one
ORCA calculation (wB97M-V/def2-TZVPD) on a 2-piece molecular cluster, C2H2Cl3NSi overall.

Output
HOMO energy (Eh): -0.4039
LUMO (Eh): -0.0468

CARTESIAN COORDINATES (ANGSTROEM)
H (-1.19205, 0.78369, 1.02788)
Si (0.91617, 0.47405, -0.12550)
Cl (1.68958, -0.46035, -1.75691)
Cl (1.95224, -0.08367, 1.52575)
C (-1.03967, -1.27739, 0.43565)
N (-1.24542, -2.39616, 0.23483)
Cl (1.19346, 2.54654, -0.30017)
C (-0.84552, 0.10324, 0.31659)
H (-1.42879, 0.31006, -1.35812)



#two
ORCA calculation (wB97M-V/def2-TZVPD) on one molecule with the formula C2H2Cl3NSi.

Output
HOMO energy (Eh): -0.4219
LUMO (Eh): 0.0115

CARTESIAN COORDINATES (ANGSTROEM)
Si (-2.17427, -0.00054, -0.11399)
N (0.28378, -2.80654, 0.46157)
H (0.10286, 0.34644, 0.76774)
C (-0.25452, -0.32165, -0.12187)
C (0.14734, -1.71334, 0.18371)
H (0.29337, -0.15853, -0.96463)
Cl (-2.78598, -1.01462, 1.54330)
Cl (-3.13046, -0.75368, -1.67893)
Cl (-2.58913, 1.94212, 0.02932)



Quick one: most stable of them? #two



#one
ORCA calculation (wB97M-V/def2-TZVPD) on a 2-piece molecular cluster, C3H2O2S overall.

Output
HOMO energy (Eh): -0.3631
LUMO (Eh): -0.0423

CARTESIAN COORDINATES (ANGSTROEM)
O (-3.08606, -0.29342, -1.07148)
C (-0.73681, -0.87006, -0.26818)
H (-2.10280, 1.92142, 0.67601)
C (-2.05607, -0.25872, -0.19357)
C (0.40320, -1.12623, -0.50799)
H (1.46672, -1.38906, -0.51974)
O (-1.43670, 1.69451, 0.03859)
S (-3.57034, -0.24366, 0.64361)



#two
ORCA calculation (wB97M-V/def2-TZVPD) on a 2-piece molecular cluster, C3H2O2S overall.

Output
HOMO energy (Eh): -0.3506
LUMO (Eh): 0.0214

CARTESIAN COORDINATES (ANGSTROEM)
C (1.91380, -0.29051, -0.44308)
H (-1.32026, -0.07204, -1.03844)
H (-1.27493, -1.43391, 0.25716)
C (-1.09674, 0.69897, 0.74998)
C (-1.30493, -0.35404, -0.00355)
O (-0.65374, 1.66023, 1.32957)
O (2.15676, -1.37769, -0.20927)
S (1.58004, 1.16899, -0.64236)



Quick one: most stable of them? #two



#one
ORCA calculation (wB97M-V/def2-TZVPD) on a 8-piece molecular cluster, C32H40F24O16 overall.

Output
HOMO energy (Eh): -0.4088
LUMO (Eh): 0.0102

CARTESIAN COORDINATES (ANGSTROEM)
F (-5.04195, -0.15051, -0.97224)
C (-5.00745, -2.28512, 0.11039)
F (1.40028, -4.68561, 0.69530)
F (2.13173, -3.49861, -0.96121)
O (3.67870, 4.24959, 4.07071)
C (-9.56919, 5.66637, -1.53190)
O (-3.75182, -1.94397, 0.30351)
C (-1.41530, -2.48391, 0.73537)
F (-9.28553, 6.37467, -2.65342)
C (-0.43624, -0.46361, -4.70660)
C (-5.77059, -1.22813, -0.72926)
C (1.61718, 4.15249, 2.23477)
H (2.46643, 4.24840, -4.31832)
H (6.59168, -1.00035, -1.71153)
F (2.41441, 1.01311, 4.44668)
C (0.93415, -0.01308, -0.16257)
H (-0.67016, -4.56437, 2.75233)
O (1.66606, -0.02143, -3.60670)
C (0.09407, 4.12213, 2.18623)
F (-0.96214, -0.88823, -3.54367)
H (0.76287, 4.06213, -4.72259)
F (-1.35378, 0.25836, -5.32841)
C (-0.37738, -2.29090, 4.06701)
H (-3.04665, -3.22373, 1.76431)
F (-9.52385, 6.50779, -0.49150)
O (4.66143, -3.60749, 0.19114)
H (-0.79794, -3.23523, 1.22594)
F (-0.14107, -1.54817, -5.41579)
F (-1.98684, -1.19210, 5.45519)
H (-2.95392, -3.86894, 0.12002)
H (-6.57719, 2.98956, -2.88600)
H (-1.65424, -6.53988, 3.81496)
F (4.54939, 1.37314, 4.30114)
O (-1.14718, -3.32706, 4.33864)
C (-5.02068, 4.32737, -2.16795)
F (3.56685, 3.63183, -1.65521)
H (4.26665, -0.73955, -2.93471)
F (-1.39678, -0.19861, 3.65844)
F (-6.00965, -1.83879, -1.92638)
C (4.39139, 2.82530, -1.03204)
H (0.80850, 0.34174, 1.97208)
F (3.41555, 2.18712, 5.94950)
C (0.83110, 0.34245, -4.37685)
H (5.31910, -6.53251, -0.62521)
F (4.03187, 2.56067, 0.22578)
H (1.45847, 3.17120, -3.36601)
C (-0.23338, 1.82021, -1.04625)
O (-0.29845, 0.63228, -0.45648)
H (2.05634, 3.90971, 1.26367)
C (4.36003, -0.82606, -1.85585)
F (-0.00844, -0.32154, 5.29411)
F (2.02235, -2.61985, 1.00505)
C (-6.41927, 3.68887, -2.06564)
C (-1.62444, 2.32113, -1.49528)
C (1.56216, 0.30454, 1.18502)
C (-0.77055, -4.60873, 3.84061)
C (5.04528, -6.02820, 1.42810)
F (-1.54404, 2.69353, -2.77138)
H (0.76602, -1.08690, -0.06410)
H (-4.32865, 3.48407, -2.19178)
C (-1.93630, -5.54114, 4.15764)
O (0.72513, 2.52458, -1.12792)
C (5.22410, -7.06258, 0.32312)
H (-0.20725, 3.13532, 1.84075)
C (1.64562, 3.53241, -4.37475)
H (4.35425, -7.71390, 0.30452)
H (2.20875, 2.53735, -6.19884)
F (-10.78273, 5.15848, -1.64189)
O (5.14711, 1.61504, -2.95300)
F (-2.57629, 1.39546, -1.38478)
O (-8.70194, 3.64856, -0.63453)
O (-7.38769, 4.73174, -2.07872)
C (4.65360, 1.55977, -1.86405)
H (3.57564, -1.42240, -1.39522)
F (-6.95255, -0.95792, -0.19102)
H (5.67847, -2.50134, -1.80156)
O (3.77682, -5.36638, 1.25213)
H (-6.43491, 3.18860, -1.09939)
C (3.08205, 3.23211, 3.89540)
C (3.38391, 1.90323, 4.63819)
F (-1.97863, 3.35611, -0.72947)
C (3.72117, -4.22351, 0.58696)
O (-5.53615, -3.25824, 0.54860)
H (2.37129, -0.36911, 1.46434)
H (2.01956, 5.13172, 2.48793)
C (2.07758, 2.28279, -5.14463)
C (5.65967, -1.48032, -1.41102)
H (-0.27854, 4.89153, 1.50980)
H (3.02722, 1.85657, -4.82573)
H (0.19047, -4.94544, 4.22819)
C (2.27036, -3.74257, 0.34029)
C (-8.47888, 4.56959, -1.36436)
O (4.32512, 0.46656, -1.23801)
H (-4.82516, 4.70647, -1.15939)
C (-2.85509, -2.96624, 0.71937)
H (5.71269, -1.53688, -0.32174)
H (4.90436, -6.55764, 2.36919)
O (0.97030, 1.37411, -5.19520)
H (-1.30799, -1.51019, 1.21186)
C (-0.95679, -0.97783, 4.64660)
H (-4.86528, 5.13174, -2.87701)
H (5.83309, -5.28425, 1.51610)
H (-2.11232, -5.67076, 5.22527)
H (-2.84936, -5.20897, 3.67168)
H (6.13644, -7.62782, 0.50563)
F (5.57972, 3.46785, -0.89078)
H (1.63483, 0.11738, -0.98636)
O (0.61487, -2.32976, 3.42257)
H (-0.32482, 4.37662, 3.15911)
H (2.05468, 1.28050, 1.19606)
H (-1.01122, -2.40055, -0.27774)
O (2.05570, 3.08501, 3.08263)



#two
ORCA calculation (wB97M-V/def2-TZVPD) on a 8-piece molecular cluster, C32H40F24O16 overall.

Output
HOMO energy (Eh): -0.4062
LUMO (Eh): 0.0058

CARTESIAN COORDINATES (ANGSTROEM)
H (-20.00869, -15.34859, 42.66473)
F (-13.02036, -19.88675, 38.15642)
H (-16.02297, -24.21255, 46.31754)
F (-20.19636, -11.57474, 47.46614)
C (-13.93184, -19.18449, 37.47567)
H (-13.35097, -20.40073, 33.70691)
F (-26.90573, -19.56003, 40.69208)
H (-21.33188, -13.35342, 43.11906)
F (-17.87644, -20.72983, 44.30503)
F (-20.60769, -21.19752, 44.65407)
H (-22.56506, -16.66284, 37.54968)
H (-31.05505, -17.88210, 39.31728)
F (-13.88414, -17.91204, 37.91762)
O (-12.53008, -18.76446, 35.58318)
O (-16.38609, -22.34615, 45.55559)
F (-17.51101, -18.58243, 41.22490)
H (-31.03786, -16.37080, 38.45343)
F (-15.13163, -19.67270, 37.73398)
O (-22.92753, -20.92683, 42.92086)
C (-15.57444, -15.24426, 40.24089)
O (-23.65245, -20.08042, 44.88059)
F (-21.96152, -22.90026, 44.68299)
H (-14.65484, -23.13614, 46.38276)
C (-16.59120, -20.34611, 44.28916)
H (-15.75179, -23.46041, 48.65379)
C (-22.19215, -16.72199, 34.38953)
H (-18.52899, -14.50174, 43.10473)
O (-28.43738, -18.35933, 39.03174)
C (-20.68753, -12.28547, 45.26422)
H (-15.93198, -14.20553, 40.21583)
O (-14.73278, -15.10541, 42.51928)
C (-22.66168, -15.80423, 33.23804)
H (-26.36457, -20.43626, 44.69602)
C (-19.58196, -14.62034, 43.35510)
C (-21.83553, -21.60235, 44.95044)
C (-15.43524, -20.61920, 33.22563)
H (-13.59444, -14.67706, 40.86773)
H (-16.43069, -15.82104, 40.58202)
F (-14.85228, -16.51935, 45.47471)
H (-30.10884, -16.49502, 39.95411)
O (-21.64994, -12.95603, 45.48723)
H (-25.53451, -20.83649, 43.17623)
H (-16.37176, -20.06795, 33.30087)
C (-15.58307, -15.75535, 44.64602)
C (-30.42029, -17.03375, 39.06258)
O (-14.54719, -21.06103, 45.33220)
F (-16.19874, -20.31884, 43.01416)
H (-22.00776, -18.85064, 41.79364)
H (-15.17725, -20.80030, 32.18519)
O (-27.04867, -18.71466, 37.30800)
H (-23.23844, -19.12784, 37.52886)
F (-16.87997, -18.19352, 39.19133)
F (-15.32715, -14.48310, 44.94170)
H (-15.58555, -21.78488, 48.14621)
O (-21.32011, -17.52080, 34.23788)
H (-28.67353, -16.68556, 37.81382)
C (-15.69549, -21.30114, 45.11419)
C (-24.61211, -19.24340, 44.21627)
H (-15.34105, -15.46936, 39.20171)
H (-19.91689, -12.82712, 42.22500)
F (-16.51020, -19.13097, 44.82377)
C (-16.08008, -22.72931, 47.91383)
C (-20.24519, -13.26047, 43.16701)
H (-17.15092, -22.57645, 48.05047)
C (-25.85523, -20.02242, 43.82799)
H (-24.17650, -18.73377, 43.35944)
F (-21.15089, -10.15215, 46.13787)
O (-19.88768, -12.37223, 44.22032)
C (-21.22383, -18.46961, 39.83282)
C (-20.24041, -11.14491, 46.21221)
H (-14.07300, -18.91238, 33.35782)
C (-22.86545, -20.80858, 44.10941)
H (-13.96700, -16.38457, 41.10364)
O (-19.85360, -18.47117, 40.23820)
C (-29.25745, -17.51126, 38.21727)
F (-23.78374, -15.14930, 33.52542)
C (-26.37768, -19.49937, 39.46038)
C (-14.37789, -15.37446, 41.14780)
F (-19.05610, -10.63573, 45.88252)
H (-26.55911, -19.39389, 43.28750)
C (-15.73380, -23.18550, 46.52643)
H (-21.31352, -17.73789, 39.02461)
H (-15.58242, -21.55560, 33.76313)
C (-22.07616, -18.08959, 41.02078)
C (-27.33058, -18.79574, 38.46973)
H (-21.69564, -17.13592, 41.39625)
H (-29.66161, -18.08853, 37.38466)
H (-24.53357, -18.03834, 37.00612)
F (-25.20300, -18.86168, 39.51513)
O (-22.86135, -16.47384, 35.50490)
O (-15.54495, -17.19362, 42.76698)
C (-15.27931, -16.10452, 43.18079)
H (-19.73669, -14.98662, 44.36685)
C (-22.55389, -17.27161, 36.64503)
F (-16.86482, -16.01660, 44.88383)
O (-19.26437, -19.60570, 38.39243)
F (-26.15562, -20.75488, 39.04022)
H (-24.88147, -18.49071, 44.95599)
F (-22.87008, -16.52239, 32.13133)
H (-21.52789, -17.64075, 36.59359)
F (-22.02480, -21.43632, 46.27119)
C (-14.29697, -19.86487, 33.84734)
F (-21.69341, -14.92240, 32.97444)
C (-23.54538, -18.41858, 36.76120)
C (-19.00579, -19.08832, 39.43932)
C (-13.57259, -19.19577, 35.97239)
H (-21.54869, -19.40683, 39.37703)
F (-16.98475, -20.23940, 39.93591)
O (-14.55375, -19.67565, 35.23490)
C (-17.56343, -19.05849, 39.98179)
H (-23.57677, -18.94919, 35.80985)
H (-23.10729, -17.92961, 40.71538)



Quick one: most stable of them? #two